(1)
The following is a DFT calculation (ωB97M-V with the def2-TZVPD basis set) of a 2-piece molecular cluster, C6H15N3 overall.

XYZ file:
```
24
Properties=species:S:1:pos:R:3:lowdin_charge:R:1
N -2.626 -0.511 -1.630 0.02
N -1.068 -0.205 -0.986 -0.20
N 2.146 0.689 1.045 -0.04
C -0.629 -1.553 -0.981 -0.17
C 2.758 0.714 2.150 -0.04
C 2.844 0.955 -0.129 -0.26
C 2.221 0.969 -1.304 0.05
C -1.228 0.408 0.321 -0.30
C -2.057 -0.350 1.360 -0.10
H 3.847 0.810 2.243 0.07
H -2.224 0.286 2.229 0.07
H -1.561 -1.260 1.694 0.06
H 0.024 -1.817 -0.150 0.08
H -1.678 -2.065 -0.964 0.10
H -0.202 -1.819 -1.948 0.07
H 2.200 0.535 3.061 0.07
H 1.162 0.769 -1.377 0.03
H 2.752 1.229 -2.206 0.05
H -1.667 1.394 0.150 0.11
H -2.402 -0.531 -2.627 0.05
H -3.026 -0.616 0.939 0.06
H 3.916 1.150 -0.049 0.10
H -3.294 0.263 -1.535 0.05
H -0.208 0.558 0.693 0.08
```

Properties
HOMO level in hartree: -0.3111
SMILES: CCN(C)N.C=CN=C
Orbital gap in eV: 9.230



(2)
The following is a DFT calculation (ωB97M-V with the def2-TZVPD basis set) of C6H15N3 as an isolated structure.

XYZ file:
```
24
Properties=species:S:1:pos:R:3:lowdin_charge:R:1
N 0.478 2.580 0.878 0.06
N -1.560 1.021 -0.179 0.07
N 0.139 0.232 1.341 0.05
C 0.882 1.305 1.324 -0.28
C 0.312 -0.744 -1.058 -0.29
C 0.815 -2.126 -0.704 -0.10
C -0.811 -0.064 0.401 -0.53
C -1.701 -1.218 0.832 -0.06
C 1.358 0.252 -1.298 -0.11
H -1.101 -1.998 1.291 0.07
H -2.381 0.711 -0.681 0.08
H 2.272 -0.145 -1.738 0.08
H -2.237 -1.634 -0.022 0.08
H 0.004 -2.848 -0.627 0.06
H 1.635 1.343 2.106 0.11
H 1.034 3.355 1.205 0.08
H 1.339 -2.094 0.252 0.08
H 1.654 0.706 -0.243 0.08
H 1.505 -2.496 -1.466 0.07
H -2.434 -0.872 1.565 0.08
H -1.791 1.743 0.493 0.08
H -0.495 -0.734 -1.789 0.11
H 1.004 1.134 -1.831 0.07
H 0.079 2.592 -0.054 0.07
```

Properties
HOMO level in hartree: -0.2875
Orbital gap in eV: 8.869



(3)
The following is a DFT calculation (ωB97M-V with the def2-TZVPD basis set) of C6H15N3 as an isolated structure.

XYZ file:
```
24
Properties=species:S:1:pos:R:3:lowdin_charge:R:1
N 1.625 1.467 -1.800 0.04
N 0.679 -0.172 -0.084 -0.22
N -0.951 1.377 -0.724 0.05
C -1.028 0.849 1.638 -0.05
C 0.942 1.287 -0.733 -0.35
C -1.957 -0.808 -0.008 -0.04
C -1.016 0.365 0.197 -0.54
C 1.604 -0.474 1.023 -0.05
C 0.750 -1.228 -1.100 -0.07
H -1.706 -1.652 0.639 0.08
H -0.333 1.673 1.790 0.08
H 0.083 -0.992 -1.926 0.09
H 2.622 -0.591 0.645 0.10
H -1.976 -1.146 -1.043 0.07
H -2.966 -0.480 0.252 0.09
H 1.477 0.765 -2.521 0.01
H -2.029 1.235 1.840 0.09
H 1.766 -1.313 -1.488 0.09
H 0.453 -2.180 -0.661 0.09
H -1.233 1.066 -1.652 0.06
H 1.593 0.338 1.745 0.08
H -0.818 0.051 2.352 0.08
H 1.122 1.959 0.100 0.11
H 1.297 -1.396 1.519 0.10
```

Properties
HOMO level in hartree: -0.2852
Orbital gap in eV: 8.399



Question: of the structures shown, which is the least stable? Reply: (1).